# 1
13
Properties=species:S:1:pos:R:3:forces:R:3:lowdin_spin:R:1 method="wB97M-V/def2-TZVPD" total_energy_ev=-34929.680 multiplicity=5 relative_energy_ev=0.0000 homo_lumo_gap_ev="7.7 / 7.2" lumo_energy_ha="-0.2113 / -0.2218" total_charge=+1
C 0.333 -1.838 0.019 0.09 -0.68 -0.23 0.02
C -0.705 -0.740 0.020 -0.65 -0.37 0.14 0.00
O 0.030 0.530 0.057 1.94 -0.69 -0.15 0.00
C -0.735 1.711 0.009 -0.21 1.47 0.07 0.00
Er 2.188 -0.386 0.056 -0.02 2.22 0.14 3.02
H 0.245 -2.487 0.901 -0.01 0.07 -0.29 0.00
H 0.267 -2.463 -0.883 -0.13 0.04 0.32 0.00
H -1.358 -0.733 0.908 0.23 -0.09 -0.28 0.00
H -1.337 -0.710 -0.882 0.29 -0.02 0.27 0.00
H -0.040 2.533 -0.267 -0.64 -0.46 0.14 0.00
H -1.546 1.624 -0.730 0.37 -0.01 0.17 0.00
O 3.824 1.037 -0.210 -1.34 -1.38 0.02 0.96
H -1.165 1.920 1.001 0.08 -0.08 -0.32 0.00

***

# 2
78
Properties=species:S:1:pos:R:3:forces:R:3:lowdin_charge:R:1 method="wB97M-V/def2-TZVPD" total_energy_ev=-87454.904 relative_energy_ev=0.4234 homo_lumo_gap_ev=8.1 lumo_energy_ha=-0.0668 total_charge=+1
Sn -0.196 0.512 0.204 0.12 -0.21 -0.14 1.39
C -5.379 0.523 -1.104 0.00 0.00 -0.02 -0.01
N -4.845 -0.401 -0.116 -0.06 0.00 0.02 -0.13
C -5.742 -0.723 0.980 0.01 0.02 -0.01 -0.03
C -3.549 -0.748 -0.161 0.12 0.04 -0.03 -0.43
O -2.790 -0.404 -1.061 0.10 0.02 -0.02 -0.02
C -3.010 -1.608 0.986 -0.02 0.00 0.08 -0.12
O -1.604 -1.703 0.937 0.07 0.01 -0.15 -0.22
C -1.051 -2.893 0.413 0.03 -0.06 0.10 -0.09
C -0.014 -2.589 -0.663 0.00 -0.26 0.08 -0.40
O 0.138 -1.442 -1.097 -0.02 0.30 -0.09 -0.10
N 0.732 -3.604 -1.101 0.00 0.05 0.07 -0.11
C 1.765 -3.365 -2.099 0.04 0.02 -0.06 0.00
C 0.607 -4.982 -0.653 0.01 -0.03 -0.01 -0.01
H -6.309 0.125 -1.509 0.00 0.01 -0.01 0.10
H -5.579 1.492 -0.641 -0.01 0.01 0.00 0.10
H -4.658 0.654 -1.903 0.00 -0.01 0.00 0.08
H -6.712 -1.008 0.573 -0.01 0.00 0.01 0.10
H -5.375 -1.554 1.572 0.00 -0.03 0.01 0.08
H -5.879 0.142 1.633 -0.01 0.00 0.02 0.10
H -3.259 -1.150 1.944 0.00 0.01 0.01 0.11
H -3.472 -2.600 0.953 0.01 0.01 0.04 0.14
H -0.557 -3.421 1.232 -0.04 -0.01 0.00 0.12
H -1.827 -3.542 -0.002 0.02 0.03 -0.05 0.15
H 1.731 -2.327 -2.413 0.01 -0.03 0.00 0.09
H 2.744 -3.580 -1.667 0.01 0.00 0.02 0.10
H 1.602 -4.015 -2.959 0.00 0.00 0.00 0.10
H 0.129 -5.053 0.318 -0.02 0.01 0.02 0.09
H 0.046 -5.580 -1.374 0.00 0.01 -0.01 0.10
H 1.607 -5.405 -0.557 0.00 0.01 0.01 0.10
O 1.251 -2.928 2.775 0.06 -0.13 0.04 0.04
C 2.521 -3.088 2.324 -0.16 -0.02 0.03 -0.26
C 3.213 -4.220 2.750 0.03 -0.03 -0.02 -0.01
C 4.506 -4.444 2.323 -0.03 0.02 0.02 -0.07
C 5.134 -3.542 1.466 0.00 0.01 -0.02 -0.08
C 4.448 -2.423 1.042 0.02 -0.02 -0.04 -0.03
C 3.133 -2.178 1.452 0.01 0.03 -0.01 -0.09
C 2.407 -0.990 0.948 0.18 -0.13 -0.07 -0.43
O 1.195 -0.787 1.401 -0.32 0.31 0.10 -0.25
N 2.998 -0.238 0.074 0.00 0.05 0.00 0.04
N 2.179 0.799 -0.357 -0.08 0.04 0.04 -0.20
C 2.748 1.600 -1.179 0.03 -0.02 -0.09 -0.92
S 1.894 2.989 -1.817 0.01 -0.01 0.00 0.94
C 3.050 3.218 -3.195 -0.02 -0.01 0.03 -0.50
C 4.440 2.935 -2.662 0.02 0.01 0.05 -0.52
S 4.391 1.373 -1.736 -0.05 0.01 0.01 0.96
H 0.943 -2.064 2.420 0.00 -0.01 0.02 0.06
H 2.714 -4.902 3.424 -0.01 -0.01 0.01 0.12
H 5.035 -5.324 2.664 0.01 -0.01 0.00 0.11
H 6.149 -3.714 1.140 0.02 0.00 0.00 0.10
H 4.909 -1.709 0.374 0.01 0.00 0.00 0.11
H 2.948 4.245 -3.542 0.00 0.00 0.00 0.08
H 2.781 2.534 -3.999 0.01 0.02 -0.01 0.08
H 4.770 3.732 -1.996 0.01 0.00 -0.03 0.08
H 5.166 2.820 -3.467 -0.02 -0.01 -0.01 0.08
N 0.820 1.944 2.391 0.04 0.01 0.04 -0.02
N 0.092 2.746 3.274 0.21 0.04 0.06 -0.08
C -1.242 2.586 3.417 -0.22 0.00 -0.11 -0.88
N -1.798 3.329 4.391 0.05 -0.01 -0.02 0.10
S -2.173 1.573 2.465 -0.04 -0.01 0.11 0.62
H 1.206 1.127 2.858 -0.01 0.01 0.01 0.10
H 1.572 2.485 1.982 -0.01 0.04 -0.02 0.10
H 0.601 3.235 3.999 -0.02 -0.10 -0.05 0.15
H -1.285 4.026 4.903 0.01 0.01 0.00 0.11
H -2.797 3.299 4.492 0.00 -0.03 -0.01 0.10
N -1.765 1.761 -3.014 0.07 -0.03 -0.03 0.15
C -1.580 2.978 -2.418 0.00 -0.01 -0.01 -0.43
C -1.524 4.165 -3.168 0.01 -0.05 -0.02 -0.03
C -1.323 5.352 -2.505 0.03 0.02 0.04 -0.08
C -1.179 5.354 -1.117 0.02 0.02 -0.02 -0.09
C -1.235 4.137 -0.472 0.06 -0.04 -0.03 -0.18
N -1.418 2.970 -1.095 -0.20 0.11 0.05 0.03
H -2.021 1.735 -3.985 -0.03 0.00 0.03 0.10
H -2.091 1.001 -2.432 -0.03 -0.03 0.01 0.05
H -1.649 4.133 -4.242 -0.01 0.01 -0.01 0.11
H -1.285 6.280 -3.059 0.00 0.02 -0.02 0.11
H -1.029 6.269 -0.563 0.00 0.02 0.01 0.10
H -1.118 4.073 0.605 -0.03 0.01 0.03 0.09

***

# 3
12
Properties=species:S:1:pos:R:3:forces:R:3:nbo_charge:R:1 method="wB97M-V/def2-TZVPD" total_energy_ev=-10820.847 relative_energy_ev=4.8404 homo_lumo_gap_ev="8.3 / 8.4" lumo_energy_ha="-0.0583 / -0.0583"
C 0.833 1.076 -0.792 0.37 0.03 1.33 -0.70
C -0.333 0.131 -0.610 -0.90 -1.80 -5.55 0.70
O 0.091 -1.210 -1.227 -0.90 2.30 -0.31 -0.75
O -1.498 0.456 -0.814 1.53 -0.41 1.66 -0.52
H -0.746 -1.697 -1.336 0.37 0.31 0.02 0.48
H 1.789 0.559 -0.719 -0.17 -0.04 0.00 0.24
H 0.789 1.854 -0.029 0.04 0.10 -0.11 0.23
H 0.742 1.537 -1.777 -0.21 -0.21 0.10 0.26
O -0.567 0.147 2.195 -0.13 0.68 -0.78 -0.65
C -0.266 -0.671 1.195 0.48 -3.92 2.87 0.40
N 0.000 -1.819 0.938 -0.62 3.04 0.99 -0.21
H -0.834 -0.363 2.975 0.15 -0.09 -0.23 0.51

***

# 4
14
Properties=species:S:1:pos:R:3:forces:R:3:nbo_charge:R:1 method="wB97M-V/def2-TZVPD" total_energy_ev=-11313.316 relative_energy_ev=7.7261 homo_lumo_gap_ev=10.1 lumo_energy_ha=0.0240
C 0.435 0.301 -0.048 8.07 1.21 -2.62 0.67
C -1.621 0.714 -0.011 -3.06 2.15 -1.06 -0.09
C -2.229 -0.448 0.743 5.10 -0.48 1.59 -0.46
C -1.331 -0.598 -0.574 -1.22 0.06 2.66 0.05
H 3.030 -1.358 0.194 -2.09 4.43 2.48 0.47
H 2.382 1.493 -0.392 -2.05 -4.48 -0.30 0.36
H -2.272 1.547 -0.463 0.83 -1.49 0.68 0.21
H -3.084 -0.956 0.508 -2.55 -0.29 -0.60 0.22
H -1.798 -0.828 1.727 -0.39 1.02 -1.36 0.23
H -1.923 -1.075 -1.219 -1.31 -1.80 -3.14 0.20
N 1.916 0.336 -0.557 1.07 3.48 5.22 -0.33
N -0.325 1.188 0.276 -1.05 3.53 2.59 -0.48
O 2.584 -0.416 0.740 1.14 -2.95 -5.00 -0.62
O 0.042 -0.747 -0.622 -2.49 -4.37 -1.15 -0.43

***

# 5
17
Properties=species:S:1:pos:R:3:forces:R:3:nbo_charge:R:1 method="wB97M-V/def2-TZVPD" total_energy_ev=-9338.233 smiles="CNC(=O)N(C)C" relative_energy_ev=0.7545 homo_lumo_gap_ev=9.7 lumo_energy_ha=0.0298
C -2.522 0.812 0.681 -0.16 0.01 0.08 -0.41
N -1.311 0.564 -0.076 0.06 -0.17 -0.07 -0.64
C -0.233 0.025 0.595 0.09 0.04 0.05 0.78
O -0.286 -0.192 1.799 0.05 0.17 -0.23 -0.67
N 0.931 -0.157 -0.130 -0.15 -0.03 0.14 -0.45
C 2.082 -0.645 0.601 0.11 -0.06 0.07 -0.41
C 0.995 -0.279 -1.569 -0.04 0.05 -0.12 -0.41
H -3.129 -0.091 0.827 0.07 0.11 -0.03 0.19
H -2.239 1.186 1.666 -0.08 -0.05 -0.16 0.23
H -3.119 1.573 0.169 0.08 -0.14 0.04 0.20
H -1.413 0.399 -1.063 0.09 0.06 0.11 0.39
H 2.228 -1.726 0.475 -0.01 0.11 0.01 0.18
H 1.927 -0.434 1.658 0.09 -0.07 -0.13 0.25
H 2.981 -0.124 0.252 -0.12 -0.10 0.03 0.19
H 0.332 0.431 -2.071 0.08 -0.08 0.10 0.20
H 2.013 -0.044 -1.896 -0.17 -0.02 0.06 0.21
H 0.762 -1.298 -1.916 0.00 0.15 0.05 0.19

***

# 6
19
Properties=species:S:1:pos:R:3:forces:R:3:nbo_charge:R:1 method="wB97M-V/def2-TZVPD" total_energy_ev=-8909.585 relative_energy_ev=1.0445 homo_lumo_gap_ev=9.4 lumo_energy_ha=-0.1832 total_charge=+1
C -1.355 -1.269 0.115 -0.93 -0.36 -0.06 -0.62
C 0.113 -1.159 -0.232 0.67 0.47 0.51 -0.46
C 0.867 -0.460 0.870 -0.32 0.05 -0.46 0.14
C 1.425 -0.989 1.945 0.10 0.45 0.25 -0.31
C 0.278 1.766 0.008 0.70 -0.88 -0.04 0.09
N 0.826 0.973 0.855 0.10 0.66 -0.12 -0.40
H -1.820 -2.058 -0.472 0.08 -0.21 0.01 0.24
H -1.952 -0.392 -0.146 0.31 0.22 0.26 0.22
H -1.506 -1.517 1.171 0.00 0.08 -0.22 0.22
H 0.247 -0.607 -1.155 0.07 -0.15 -0.35 0.23
H 0.580 -2.131 -0.352 -0.05 -0.17 -0.07 0.25
H 1.473 -2.050 2.096 0.05 -0.24 0.01 0.24
H 1.797 -0.332 2.728 0.13 -0.29 -0.04 0.21
H 0.295 2.811 0.278 -0.03 0.20 -0.37 0.23
H -0.057 1.349 -0.944 -0.61 0.35 0.35 0.26
H 1.344 1.432 1.601 -0.31 -0.20 0.40 0.43
H -2.034 0.344 -2.880 0.29 0.23 0.31 0.50
H -1.327 1.660 -3.154 0.00 -0.04 0.10 0.49
O -1.424 0.983 -2.471 -0.26 -0.16 -0.45 -0.97

***

# 7
78
Properties=species:S:1:pos:R:3:forces:R:3:lowdin_spin:R:1 method="wB97M-V/def2-TZVPD" total_energy_ev=-127122.340 multiplicity=5 relative_energy_ev=5.1084 homo_lumo_gap_ev="6.6 / 7.0" lumo_energy_ha="0.0049 / -0.0299"
C -0.297 -1.534 0.509 0.97 -0.34 0.66 -0.03
C 0.524 -2.059 -0.534 1.25 0.39 0.32 0.00
C 1.902 -1.791 -0.193 -0.91 -0.32 0.28 0.01
H 0.183 -2.659 -1.372 0.07 0.35 0.03 0.00
C 1.899 -1.137 1.089 -0.46 0.02 -0.52 -0.03
C 0.547 -0.990 1.515 0.07 -0.99 -0.22 0.04
H 0.224 -0.610 2.485 0.16 0.10 -0.53 0.00
H -1.380 -1.631 0.569 0.35 0.25 -0.11 0.00
H 2.766 -2.115 -0.754 0.04 -0.01 0.07 0.00
H 2.775 -0.885 1.673 -0.17 0.17 -0.18 0.00
Fe 0.998 0.159 -0.553 -2.24 -0.74 1.05 1.99
Si 5.889 -0.311 -2.094 2.25 -0.14 -1.90 0.39
C 6.278 0.364 -3.860 -0.19 -0.18 -0.10 0.05
C 6.944 1.591 -4.061 0.09 0.05 -0.22 0.03
H 7.170 2.261 -3.218 0.01 -0.49 -0.26 0.03
C 7.305 2.023 -5.343 -0.22 -0.20 0.28 0.00
H 7.812 2.982 -5.475 -0.15 -0.29 0.08 0.00
C 6.984 1.245 -6.456 -0.38 -0.26 0.06 0.01
H 7.200 1.605 -7.463 0.07 -0.17 0.29 0.00
C 6.297 0.038 -6.275 0.01 0.14 0.00 0.00
H 5.994 -0.565 -7.136 0.18 0.22 0.22 0.00
C 5.949 -0.393 -4.991 0.13 0.27 -0.14 0.02
H 5.387 -1.323 -4.870 0.22 0.20 -0.07 0.00
C 7.622 0.076 -1.416 0.24 0.11 0.38 0.04
C 8.687 -0.419 -2.192 0.17 0.17 0.13 0.01
H 8.481 -1.037 -3.066 0.03 -0.06 0.24 0.00
C 10.004 -0.043 -1.940 -0.25 0.13 0.01 0.00
H 10.805 -0.431 -2.563 -0.09 0.06 0.07 0.00
C 10.280 0.879 -0.932 0.00 -0.13 0.18 0.00
H 11.297 1.216 -0.761 -0.06 -0.07 -0.03 0.00
C 9.248 1.368 -0.139 0.12 -0.09 -0.26 0.00
H 9.445 2.095 0.644 0.03 -0.10 -0.09 0.00
C 7.939 0.962 -0.379 0.02 0.12 -0.15 0.00
H 7.154 1.428 0.205 0.34 -0.25 -0.02 0.00
H 5.801 -1.796 -2.148 -0.22 -0.11 -0.11 0.06
Si 4.817 3.285 -1.645 -0.01 -1.43 0.06 0.56
C 4.987 2.468 0.049 -0.05 -0.39 0.58 0.09
C 4.969 1.068 0.158 -0.75 0.19 0.22 0.19
H 4.844 0.404 -0.789 -0.13 1.06 1.40 0.09
C 5.040 0.407 1.374 -0.03 -0.04 -0.09 0.01
H 5.046 -0.687 1.361 -0.05 0.31 0.20 0.00
C 5.120 1.133 2.563 0.12 -0.20 -0.16 0.03
H 5.140 0.590 3.517 0.10 0.39 -0.36 0.00
C 5.186 2.529 2.502 0.06 -0.18 -0.10 0.00
H 5.341 3.090 3.425 -0.23 -0.04 -0.30 0.00
C 5.106 3.187 1.272 -0.04 -0.27 -0.71 0.03
H 5.101 4.278 1.238 0.11 -0.24 0.08 0.00
C 3.984 2.297 -3.037 -0.56 -0.71 -0.65 0.10
C 3.416 0.998 -2.932 -0.04 0.30 -0.10 0.05
H 3.335 0.514 -1.958 0.02 0.21 -0.34 0.02
C 2.914 0.306 -4.041 -0.03 0.37 0.27 0.02
H 2.611 -0.741 -3.922 -0.06 0.39 -0.03 0.00
C 2.861 0.931 -5.285 0.22 0.20 0.00 0.02
H 2.438 0.409 -6.149 0.24 0.21 0.27 0.00
C 3.382 2.225 -5.420 -0.15 -0.14 0.09 0.02
H 3.373 2.714 -6.395 -0.02 -0.12 0.27 0.00
C 3.940 2.886 -4.322 0.17 -0.27 0.53 0.03
H 4.385 3.878 -4.454 -0.18 -0.30 -0.09 0.00
H 3.965 4.397 -1.512 -0.61 1.57 0.23 0.06
Cl 1.884 2.194 -0.365 0.21 0.30 -0.21 0.01
N -0.727 -1.233 -3.569 0.28 -0.40 -0.71 0.00
C -1.538 -0.593 -2.708 -0.83 0.76 0.94 0.00
N -1.191 0.060 -1.617 -0.35 -0.16 -1.25 -0.01
C -2.328 0.539 -0.958 -0.98 -0.82 -1.88 0.00
C -3.529 0.278 -1.595 1.26 0.69 1.45 0.00
S -3.281 -0.653 -3.005 0.60 0.11 0.04 0.00
C -2.121 1.214 0.287 -0.44 1.76 2.28 0.00
C -3.038 1.818 1.150 0.77 -1.07 -1.53 0.00
S -2.227 2.507 2.511 0.40 -0.36 -0.59 0.00
C -0.680 1.954 1.830 -1.11 -0.03 -0.36 0.00
N -0.814 1.319 0.698 0.22 0.42 0.42 0.02
N 0.494 2.137 2.474 0.55 0.33 0.18 0.00
H -1.157 -1.549 -4.436 0.52 0.19 0.41 0.00
H 0.271 -1.051 -3.572 -0.35 0.08 0.08 0.00
H -4.471 0.659 -1.227 -0.08 -0.35 -0.32 0.00
H -4.105 1.841 0.960 0.17 0.19 0.43 0.00
H 0.493 2.797 3.248 0.10 -0.29 -0.47 0.00
H 1.316 2.150 1.845 -0.52 0.03 0.38 0.00

***

# 8
16
Properties=species:S:1:pos:R:3:forces:R:3:nbo_charge:R:1 method="wB97M-V/def2-TZVPD" total_energy_ev=-4342.108 smiles=CC.CC relative_energy_ev=0.4198 homo_lumo_gap_ev=12.6 lumo_energy_ha=0.0408
C 0.014 -2.361 1.974 0.73 -1.00 1.20 -0.62
C 0.313 -0.992 1.376 -0.70 -0.07 -0.16 -0.62
H 0.900 -2.746 2.503 0.06 0.19 -0.24 0.20
H -0.717 -2.402 2.785 -0.34 0.39 -0.34 0.21
H -0.208 -3.181 1.291 -0.30 0.38 -0.35 0.21
H -0.444 -0.241 1.613 -0.04 -0.13 0.14 0.21
H 0.310 -1.049 0.289 0.36 0.04 -0.01 0.21
H 1.257 -0.619 1.753 0.20 0.14 -0.21 0.21
C 0.567 1.541 -1.461 -0.35 -0.03 0.95 -0.62
C -0.871 1.813 -1.924 0.26 -0.50 1.43 -0.61
H 1.187 1.023 -2.175 0.14 0.07 -0.37 0.21
H 1.018 2.457 -1.137 0.63 0.64 -0.31 0.20
H 0.611 0.954 -0.542 -0.27 -0.21 -0.13 0.20
H -1.205 2.815 -1.668 0.10 0.15 -0.30 0.21
H -0.966 1.600 -2.953 -0.32 0.11 -1.23 0.21
H -1.548 1.149 -1.392 -0.18 -0.16 -0.08 0.20

***

# 9
52
Properties=species:S:1:pos:R:3:forces:R:3:nbo_charge:R:1 method="wB97M-V/def2-TZVPD" total_energy_ev=-47685.832 smiles="COc1ccc(C(=O)CSc2nnc(COc3ccccc3)n2Cc2ccco2)cc1" relative_energy_ev=2.6721 homo_lumo_gap_ev=9.0 lumo_energy_ha=0.0214
C -4.609 -0.816 1.849 -0.08 0.00 0.25 -0.26
O -4.191 -0.849 0.504 0.09 -0.01 -0.29 -0.51
C -3.097 -1.583 0.180 0.24 -0.20 -0.16 0.40
C -2.379 -2.373 1.072 -0.36 0.13 0.16 -0.36
C -1.256 -3.055 0.648 0.00 -0.15 -0.46 -0.04
C -0.837 -2.984 -0.678 -0.53 0.06 -0.05 -0.24
C 0.368 -3.663 -1.185 0.12 -0.22 0.13 0.56
O 0.457 -4.091 -2.314 0.06 0.01 0.02 -0.54
C 1.566 -3.699 -0.248 0.11 0.26 -0.17 -0.61
S 2.495 -2.154 -0.546 0.29 -0.27 -0.18 0.30
C 1.582 -1.061 0.443 -0.04 0.12 0.15 0.18
N 0.746 -1.358 1.402 0.75 -0.68 -0.31 -0.33
N 0.271 -0.203 1.893 -0.47 1.05 0.47 -0.28
C 0.830 0.781 1.248 -0.02 0.04 -0.07 0.29
C 0.621 2.230 1.529 0.09 -0.01 0.29 -0.11
O 0.409 3.009 0.373 -0.10 0.16 -0.20 -0.52
C -0.785 2.895 -0.297 -0.09 0.09 -0.18 0.37
C -1.795 1.998 0.020 0.23 -0.03 0.25 -0.34
C -2.963 1.996 -0.728 -0.10 0.10 -0.13 -0.18
C -3.126 2.866 -1.789 -0.14 -0.06 -0.03 -0.24
C -2.110 3.752 -2.111 0.06 0.01 0.01 -0.19
C -0.946 3.771 -1.370 0.15 -0.06 0.13 -0.28
N 1.679 0.294 0.293 -0.45 -0.46 0.38 -0.36
C 2.544 0.997 -0.618 0.44 0.22 -0.43 -0.27
C 3.977 0.815 -0.229 -0.13 0.10 0.88 0.26
C 4.588 0.811 0.991 -0.43 0.04 -0.54 -0.30
C 5.960 0.564 0.741 0.18 -0.05 -0.52 -0.31
C 6.075 0.438 -0.608 0.59 -0.02 0.71 0.09
O 4.880 0.586 -1.202 -0.34 0.03 -0.47 -0.39
C -1.593 -2.228 -1.580 0.13 -0.07 0.14 -0.13
C -2.697 -1.527 -1.159 -0.18 0.10 0.13 -0.30
H -3.816 -0.444 2.504 -0.02 -0.03 -0.02 0.18
H -4.934 -1.803 2.192 0.03 0.04 -0.01 0.18
H -5.455 -0.130 1.878 0.06 -0.06 0.04 0.20
H -2.673 -2.453 2.106 -0.06 0.03 0.10 0.22
H -0.730 -3.669 1.360 0.10 0.03 0.08 0.21
H 2.247 -4.503 -0.525 -0.07 0.04 0.03 0.25
H 1.316 -3.719 0.807 0.00 -0.12 0.02 0.25
H -0.204 2.328 2.244 0.12 -0.05 -0.06 0.22
H 1.529 2.649 1.979 -0.19 0.00 -0.02 0.21
H -1.684 1.296 0.831 0.01 -0.08 0.09 0.23
H -3.746 1.300 -0.472 -0.05 -0.08 0.03 0.23
H -4.039 2.855 -2.365 -0.08 -0.01 -0.05 0.21
H -2.225 4.435 -2.940 0.00 0.06 -0.07 0.21
H -0.146 4.457 -1.599 0.09 0.09 -0.03 0.22
H 2.256 2.053 -0.610 0.00 -0.23 -0.09 0.26
H 2.405 0.597 -1.629 -0.06 0.13 0.08 0.24
H 4.123 0.958 1.945 -0.18 0.01 0.18 0.23
H 6.742 0.492 1.468 0.23 -0.04 0.09 0.23
H 6.918 0.252 -1.242 0.05 -0.03 -0.18 0.21
H -1.278 -2.188 -2.612 0.01 0.00 -0.09 0.23
H -3.268 -0.922 -1.846 -0.07 0.08 -0.08 0.23